No. 1
Entry from OMol25: C15H15BeF4N3S as an isolated structure at a distorted geometry (wB97M-V/def2-TZVPD).

```
39
Properties=species:S:1:pos:R:3
C 0.74436 -0.61379 -2.50080
N -0.00140 1.48480 0.78193
H 2.76605 1.05622 -3.37140
C 0.98917 1.91298 1.63577
C 0.69090 2.70376 2.74144
C -0.43629 -1.88705 0.46341
F 1.04102 -3.50730 1.45093
C 0.44166 1.83770 -2.27670
H -3.33107 -3.98571 2.23020
H -0.59016 1.65902 -2.08708
H 0.61698 2.08578 -3.30688
C -2.78465 -2.27623 0.99453
H 2.14852 -1.97219 -1.49556
H -2.55910 3.20398 2.07124
C 1.06072 -1.72792 -1.51410
C -0.21395 -3.05362 1.27005
H 0.77728 2.64792 -1.65436
H 3.09634 1.75832 -1.77552
H -0.34259 -0.53651 -2.56458
C -2.53641 -3.39920 1.77999
C -1.77693 -1.58245 0.33224
Be 0.99798 0.33376 -0.12841
F -0.83391 -4.89063 2.53746
S 2.56310 1.30490 1.15265
N 0.60313 -1.23103 -0.23630
C -0.57206 3.22956 2.86131
C -1.54766 2.87987 1.93047
H 0.55917 -2.62511 -1.78012
C 2.66216 0.90317 -2.28071
F -4.04037 -1.93274 0.71055
H -0.81520 3.93369 3.65955
H -1.97706 1.73992 0.15804
H 1.16543 -0.73943 -3.50428
N 1.26447 0.65527 -1.90753
H 1.52093 2.99423 3.40413
C -1.19447 -3.78072 1.88303
C -1.22833 1.98297 0.89266
H 3.29344 0.01485 -2.07079
F -2.22122 -0.58101 -0.48646
```

Output
- HOMO level: -7.80 eV
- Kohn-Sham gap: 8.28 eV

***

No. 2
Entry from OMol25: a 5-piece molecular cluster, C11H24BrN5O15P2 overall at a distorted geometry (wB97M-V/def2-TZVPD).

```
58
Properties=species:S:1:pos:R:3
O 2.10341 4.43549 -4.95835
C -7.70570 -0.03701 -1.13171
H 4.79902 1.06011 -4.65850
H -8.59187 -0.65535 -1.00242
C 1.49439 2.29267 -5.55779
N 1.42118 1.23934 0.70023
O -2.53834 -4.25989 4.10107
H 0.62528 2.30860 -4.90290
C 4.78562 0.72095 -3.63041
P -3.14000 -1.10015 1.21213
O -2.00272 -6.02709 2.96490
H 4.65331 1.29900 1.11040
H 5.58392 1.18952 -3.05846
P -1.82459 0.68674 1.30547
H -7.09997 -0.03686 -0.22827
H -1.29370 2.02021 1.36258
H 3.81508 0.90569 -3.17418
O -8.86359 1.51542 -2.39540
O -4.71362 -0.48688 0.83729
H 1.08414 -0.65436 0.00438
Br -2.54595 -2.52014 -0.47155
C 2.67622 1.08971 0.02288
O 1.15400 3.29646 1.67504
C 1.71704 1.70590 3.34761
O 5.04072 -1.28949 -2.52224
O -7.82369 2.22138 -0.63121
N -8.16734 1.35072 -1.40577
H -2.79295 1.19066 2.29326
N -1.73999 -5.07119 3.67952
H -0.00034 -3.90025 3.70271
H 2.16183 2.59673 3.88629
H 0.73473 1.51635 3.87362
H 2.42061 0.83882 3.43591
O -0.76429 0.25850 -0.01590
O 2.73578 1.45774 -1.15283
C 1.27131 -1.46776 2.77060
H 0.27930 -5.66825 3.62954
H 4.57484 0.07928 -0.23181
H -2.70363 1.19424 0.23533
H -0.36266 -1.67517 1.44107
H -4.65418 0.44013 1.17456
C -0.31688 -4.87585 4.07349
O 2.05222 -2.23721 2.12719
N 5.02362 -0.74780 -3.60945
N 2.47200 3.27947 -5.02732
H 1.95700 1.30926 -5.56079
C 0.51440 0.09275 0.64665
O 1.42770 -1.34592 4.06324
C 3.99894 0.51222 0.63793
O 3.56830 2.86143 -4.69890
H 1.23352 2.60090 -6.56818
O -0.86381 0.02244 2.60456
H -7.11844 -0.36249 -1.98746
H -0.26950 -4.91755 5.15953
O 5.18553 -1.30761 -4.68406
H 3.78691 -0.27178 1.41256
C 1.40070 2.10278 1.85835
C 0.14520 -0.77555 1.91597
```

Output
- Charge: -2
- HOMO level: -1.44 eV
- Kohn-Sham gap: 4.76 eV

***

No. 3
Entry from OMol25: C29H43I2N6O2S5Yb as an isolated structure at a distorted geometry (wB97M-V/def2-TZVPD).

```
88
Properties=species:S:1:pos:R:3
C -5.79818 5.35170 -0.98460
C -0.68178 1.23591 2.06717
H -6.76086 1.11699 0.29376
C -5.18186 0.21144 -3.30756
O 0.22928 2.73041 -0.49251
N 3.35486 3.96983 3.00611
H 0.78550 -0.05375 -5.90317
C -2.20339 1.31620 -6.70819
H -4.98754 1.23805 -3.63007
C 0.45007 -2.26212 3.37928
S 0.94728 -2.59745 1.67636
H -1.60683 -4.02950 3.73597
Yb 0.04189 0.40157 -0.19364
H -8.22361 2.36336 -1.22345
H -0.23106 -0.37185 5.28329
C -7.02628 5.50080 -1.61411
S 2.22396 1.87375 1.92836
H 2.82505 6.17369 1.35378
H 3.77499 -2.46291 -1.12427
C -0.02186 -4.07273 1.27033
C -7.88952 4.41952 -1.70807
C -0.28253 0.12103 -5.90002
C -3.28135 -0.31672 -1.95122
N -5.15670 0.86169 -0.98690
H 1.16353 6.38469 1.94338
C -6.28555 3.02869 -0.56197
C 2.43649 3.57857 2.12646
H 3.89093 -1.33626 -2.51253
H -7.31653 6.46178 -2.01801
H 0.18396 -4.19031 0.20483
C -5.42894 4.12180 -0.46115
H -4.47306 4.00806 0.03420
H 0.58306 -3.18294 3.94986
C 3.60293 5.27752 3.61232
H -2.63808 2.07376 -7.34705
H 3.88823 3.20231 3.37890
H -6.88085 0.77568 -2.14602
O 0.26367 -1.47965 0.88369
H 4.38662 5.82436 3.08893
C -0.83012 1.10750 -6.70520
I 3.14424 0.03248 -0.28267
H -8.85637 4.53582 -2.18011
H -5.23103 1.80815 0.86366
C 0.81154 -0.69640 5.31810
H -1.41748 2.45448 3.68440
H 1.25291 -0.27629 3.25937
H -0.60762 -1.99466 3.33369
C -1.52628 -3.99969 1.53847
H 1.47693 6.09762 0.23059
H -2.80325 -2.12170 -3.78291
C -1.10354 -0.65092 -5.09102
H -2.02093 -4.56164 0.74529
H -4.20545 -1.69112 -4.76774
H 1.41828 0.13044 5.68582
C -3.36473 -1.29269 -4.20120
C 1.79695 5.84562 1.23866
C -5.87697 1.68426 -0.00065
H -5.12998 6.19836 -0.89506
H -0.67473 -1.42079 -4.46228
N 0.23002 1.12010 -2.32866
C -3.02318 0.53897 -5.90571
H 1.04396 3.92001 0.78295
H 0.88572 -1.51404 6.03658
H -4.09739 0.68628 -5.94357
S 0.28436 2.55537 -2.00976
C -1.96537 -4.59288 2.87634
C -7.52198 3.19025 -1.18021
C -5.96207 0.21018 -2.01759
H -1.86207 -2.96422 1.42808
H 3.92481 5.11480 4.63772
H 0.46467 -4.89675 1.79896
H -5.74226 -0.29794 -4.08730
C 1.29697 -1.12758 3.93821
C -3.84440 0.70041 -0.99030
N -1.11393 1.86951 2.93054
C -2.47664 -0.44683 -5.08693
I 1.36402 -2.21545 -2.26876
S -1.94330 -1.21418 -1.48746
H -1.60678 -5.61913 2.97360
H -6.21704 -0.80946 -1.71317
C 3.31489 -1.63376 -1.64617
H -0.19133 1.70328 -7.34387
H 2.34254 -1.43873 3.99176
S -2.80786 1.54418 0.01186
N -3.92207 -0.50076 -3.08928
H -3.05319 -4.61915 2.93485
N 1.68350 4.39890 1.40419
H 2.69727 5.87414 3.63889
```

Output
- Charge: +2
- HOMO level (spin up / spin down): -13.00 / -13.00 eV
- Spin multiplicity: 2
- Kohn-Sham gap (spin up / spin down): 7.39 / 7.38 eV

***

No. 4
Entry from OMol25: C41H50N7NdO3S as an isolated structure at a distorted geometry (wB97M-V/def2-TZVPD).

```
103
Properties=species:S:1:pos:R:3
H -3.32530 5.05960 1.19680
H -3.82510 -1.14950 -4.83180
H 2.85240 -6.11750 -1.80410
H -1.26700 5.77870 -0.94780
C -0.44730 2.51830 -3.59110
H -3.03180 -2.82350 -3.56160
C -3.32730 1.11260 -0.47950
H 0.75710 -2.72750 6.02030
H -3.48650 1.96690 1.47500
C 2.28510 -6.11960 2.00370
C -3.79120 -0.09720 -4.56750
H -0.31590 -2.79260 -4.97850
H -2.99140 -0.81900 1.87180
H -0.18160 -5.72370 -1.83270
C -2.11190 -3.28940 -3.90470
C -1.72950 3.68600 0.82770
C 1.97850 -4.32680 -1.00790
C -2.65600 4.77510 0.37490
H -1.61110 -3.69470 -3.02940
C 2.69990 1.66340 5.99100
H -1.73380 -1.89360 -5.49950
C 1.00110 0.57020 3.19880
H 2.62810 2.19640 6.94190
O 0.22110 2.79980 -4.57290
C 0.45820 1.83810 3.07230
O -0.10830 0.81370 -1.86980
C 2.05410 -1.17110 4.18310
Nd -0.08920 -0.50440 0.11660
H -1.83460 3.16750 4.48720
C 0.71200 -2.65500 -2.44700
N -1.96230 -1.90600 -0.31700
C -2.92590 -2.55570 -0.48610
C -2.03410 4.18690 4.16790
H 2.99940 -1.61340 6.04380
H -2.09530 0.16380 -5.87570
C 2.46050 -4.29210 0.29350
H 2.86600 -3.25900 2.77210
C 2.08800 -3.02270 0.82640
H 2.75500 2.38740 5.18130
C 1.48940 0.74940 5.77990
H 1.44320 -6.55820 1.47280
C -1.46810 2.48430 0.16150
H 0.58330 -3.42920 -3.18810
H -2.22090 0.49320 2.53200
C 1.96630 -5.48940 -1.94890
C 2.65060 -2.14200 5.15290
H 3.51810 -2.63390 4.70280
H -4.01760 -0.01040 -3.50690
H 0.57740 1.34900 5.85960
H 1.46220 0.00060 6.58040
C 0.70910 -6.33910 -1.73200
H -2.47040 1.57580 -4.90500
C 1.53550 0.06230 4.44850
H -1.80710 4.21510 -3.03870
S -4.22400 -3.46070 -0.65800
C -3.55070 0.96730 1.03590
H -1.21610 5.61380 2.78540
H -0.64480 3.68020 -1.78030
C -0.27560 2.39860 1.99090
C 1.62680 -3.20270 5.56920
H -3.02460 4.21230 3.72120
H -4.57020 0.58320 1.16650
H -0.00270 4.63720 3.62110
C -2.40780 0.48410 -4.87630
C -0.95260 1.21910 -2.95250
C 2.28400 -2.58680 2.15270
H -2.02870 4.84160 5.03970
H 2.05500 -3.90360 6.28880
H 0.64620 -7.15780 -2.45080
H 3.62040 1.08130 5.98510
N 1.13660 -0.38620 2.21970
C 3.19580 -5.37360 1.02390
H 1.28660 -3.75480 4.69670
N 0.75440 -0.32990 -2.04010
H -2.36790 -4.11090 -4.57710
N -2.57090 0.08260 1.67250
C -1.21320 -2.27810 -4.62050
N -0.57450 1.71790 0.84310
H 0.54380 2.48370 3.93750
H -3.02510 2.04540 -2.75980
H -1.32170 6.46870 0.67300
O -4.13270 0.65510 -1.27710
C 1.37370 -3.06100 -1.25780
C 1.82410 -1.44090 2.78240
H -3.27040 4.38370 -0.44220
C -0.80660 -1.12980 -3.73040
N 1.44180 -2.29290 -0.12950
N -2.27580 1.88230 -0.84700
H -2.63740 6.77770 -0.47260
C 0.20960 -1.38090 -2.70600
H 4.03340 -4.93930 1.58320
C -1.36950 0.09670 -3.85070
H 0.71040 -6.76180 -0.72990
C -1.92520 6.02990 -0.12030
H 1.97910 -5.13020 -2.98110
H 3.61620 -6.08590 0.30340
C -2.05720 2.11570 -2.25880
C -0.95000 3.63880 1.99690
H -4.55930 0.42630 -5.13930
C -1.25650 3.36540 -2.63150
H 2.82720 -6.91350 2.52080
H 1.89180 -5.42930 2.74610
C -0.98200 4.60640 3.13670
```

Output
- Charge: -2
- HOMO level (spin up / spin down): 0.22 / 0.22 eV
- Spin multiplicity: 4
- Kohn-Sham gap (spin up / spin down): 4.14 / 4.14 eV

***

No. 5
Entry from OMol25: C43H58NO4P3PdSi as an isolated structure at a distorted geometry (wB97M-V/def2-TZVPD).

```
111
Properties=species:S:1:pos:R:3
H 2.29773 2.79015 4.68241
C -4.43817 -2.55865 0.26251
H -0.01757 -3.80475 1.63841
C -2.94687 0.72935 4.08391
C 2.63213 -1.34885 0.76151
C 0.11543 -4.38635 -1.72559
C -2.62207 3.90465 -1.24309
H -2.19697 -2.34575 -2.37179
H 3.55603 2.25975 1.28131
H 1.16313 -1.88905 3.75951
P 2.60843 -0.05465 -0.53859
H -4.49277 -3.64035 0.38521
H 4.50913 -3.86995 2.00361
C 0.70183 3.84685 -1.61009
H -1.30587 5.51305 0.63701
O 0.13043 -8.44255 -1.55099
C 2.78293 -2.19945 -2.51099
H 0.66413 5.81925 -0.67419
H 0.37233 3.44115 -2.58029
C 2.57783 0.18385 -3.24959
C -2.73017 -0.00255 1.40681
H -2.34437 3.26095 -2.07709
C 1.71893 -1.20865 1.81511
C 2.86293 -2.95415 3.02341
H 2.15253 4.89435 3.39751
H 1.08873 4.88955 1.18141
H -5.35167 -0.76255 -1.97569
H 1.14703 5.79545 -2.36259
C -3.19387 0.75995 -2.73019
H -5.29067 -2.24575 -0.33219
H -1.38887 4.35105 1.97101
C 1.76853 3.97615 2.98011
C 1.16813 3.96885 1.73631
H -3.08627 -3.79785 -1.90689
H 4.91103 -0.23775 0.16481
H 2.31893 2.45315 -1.36309
H 1.49133 0.28335 -3.08859
Si 0.12723 -0.23165 1.41951
C -5.25267 0.17745 -1.44099
C 0.05543 -3.64825 -0.51489
H 5.14603 1.63875 1.73541
H -3.66367 1.58145 -3.26859
C 3.73463 -3.11985 1.96011
C 5.01383 1.56075 -0.96419
C 3.64053 -2.30115 0.84971
C 0.46623 5.35405 -1.63499
H 0.07853 -6.27945 1.64681
H 4.52783 2.52575 -1.05649
C -3.09387 -2.70875 -1.86989
H -2.11047 0.94435 -2.66849
C -0.03967 -2.23755 -0.54099
H -4.83607 0.38195 1.31651
C -3.95897 0.36625 1.94311
C -1.84357 4.65495 1.03091
C -1.59037 0.01375 2.22191
C -4.06617 0.74345 3.27001
H -2.32907 -2.74935 0.12971
C 2.18853 3.53315 -1.46099
H 2.73703 -0.21035 -4.25189
H 3.42153 -2.57825 -3.30849
H 1.75343 -2.24225 -2.84939
C -1.86807 3.50625 0.02861
H 2.74343 3.87685 -2.33309
P -0.21197 2.73595 -0.40109
C 0.65333 2.79175 1.19811
H 4.26023 -0.69585 -2.21029
N 0.12743 -7.83725 -0.47259
H -3.02277 1.02415 5.12011
H -3.97227 -2.36315 -2.41469
H -0.84387 0.35915 4.18411
C 1.85143 2.79815 3.70021
H -0.54377 5.60405 -1.94359
H 3.69483 0.70565 2.10861
C 1.36663 1.62605 3.15341
C 0.77443 1.58585 1.89571
H 2.88543 -2.84985 -1.64669
Pd -0.09457 0.53085 -0.90909
C -3.11687 -2.22585 -0.42049
C 0.08283 -5.72135 0.72351
H 3.02663 1.17455 -3.19359
C -1.72137 0.36045 3.55611
C 0.02983 -4.35955 0.71241
H -4.50027 -2.10825 1.25011
C 3.16673 -0.76015 -2.19679
H 4.35243 -2.42565 0.04621
H 2.94513 -3.58025 3.89931
O 0.11983 -8.41185 0.62241
O -0.44367 -1.62905 0.59681
H 5.09623 1.11365 -1.95129
H -2.38267 2.65905 0.51101
H 1.47563 0.70935 3.70921
H -5.01977 1.06545 3.66361
H -3.33697 -0.14965 -3.30869
C 0.12573 -6.44285 -0.48589
C 1.85633 -2.00895 2.93871
H -3.69817 3.83605 -1.08989
H 0.09513 -3.85025 -2.66279
H -5.79247 0.93775 -2.00709
O 0.13023 -1.53415 -1.57089
H -2.39507 4.93365 -1.51149
H -5.74007 0.08095 -0.47439
C -3.79197 0.60225 -1.32739
H 2.59823 4.01685 -0.57609
C 4.28893 0.65495 0.02401
C 0.14053 -5.74805 -1.70969
H 0.15173 -6.31935 -2.62449
H -3.75937 1.57225 -0.81919
H -2.86647 4.96745 1.23821
C 4.15813 1.35765 1.37031
P -2.54067 -0.43365 -0.36679
H 6.02573 1.72795 -0.59629
```

Output
- HOMO level (spin up / spin down): -5.65 / -5.65 eV
- Kohn-Sham gap (spin up / spin down): 4.11 / 4.11 eV

***

No. 6
Entry from OMol25: C14H13NPdS as an isolated structure at a distorted geometry (wB97M-V/def2-TZVPD).

```
30
Properties=species:S:1:pos:R:3
C -0.92203 -1.53874 4.33381
C 1.09986 2.08059 -1.87041
H 1.11977 1.64464 -2.86750
H -1.69876 -3.49441 4.84649
H -0.27293 -0.19217 -5.92441
H -0.92088 -1.12886 5.34483
C -1.39287 -3.34630 2.72899
C -0.06366 -1.23147 -5.64923
C -0.58516 -1.24492 1.95493
C -1.36726 -2.84358 4.03613
C -0.99777 -2.54327 1.67905
C 0.19063 0.90723 1.49858
H -0.97291 -2.87398 0.64670
H 0.23534 -1.22660 -4.55116
H 0.78036 -1.56213 -6.27127
C 1.16043 3.16084 0.76975
Pd -0.01933 -0.50369 -1.01766
H -0.94546 -1.84380 -5.75860
H 1.86509 3.97604 -2.48317
H -1.70925 -4.35968 2.50780
H 1.17132 3.50526 1.81111
H -1.60710 -0.68973 -0.93815
C 1.55130 3.39168 -1.62288
N -0.13350 -0.29898 1.00126
H 1.86215 4.95789 -0.15780
S 0.24048 0.90820 3.28114
C 0.62452 1.34632 -0.79513
C 0.64759 1.86047 0.52798
C 1.56204 3.92380 -0.32493
C -0.50199 -0.74065 3.26377
```

Output
- Charge: +2
- HOMO level (spin up / spin down): -15.01 / -16.64 eV
- Spin multiplicity: 5
- Kohn-Sham gap (spin up / spin down): 6.55 / 5.01 eV

***

Molecular weight, respectively: 354.4, 608.2, 1094.9, 865.2, 880.4, 333.8 g/mol.